Molecular formula: C39H40N3O3STc
Method: DFT, the ωB97M-V functional and the def2-TZVPD basis

Geometry as XYZ:
```
87
Properties=species:S:1:pos:R:3
Tc -1.293 0.118 -0.385
C 0.022 0.049 -3.353
N -1.264 0.305 -2.655
C -1.728 1.678 -2.969
C -0.966 2.847 -2.306
C 0.251 2.488 -1.448
N -0.186 1.878 -0.213
C -0.114 2.603 0.849
C -0.525 2.267 2.173
C -0.346 3.199 3.209
C -0.642 2.888 4.514
C -1.112 1.613 4.836
C -1.359 0.697 3.847
C -1.123 1.008 2.486
O -1.457 0.167 1.577
C -2.276 -0.619 -3.230
C -2.083 -2.084 -2.834
C -2.721 -2.438 -1.474
N -2.845 -1.273 -0.617
C -3.967 -1.135 0.017
C -4.466 0.015 0.690
C -5.621 -0.091 1.488
C -6.243 1.016 2.004
C -5.722 2.288 1.747
C -4.606 2.437 0.972
C -3.936 1.320 0.417
O -2.927 1.511 -0.337
H -0.024 -0.887 -3.909
H 0.839 -0.021 -2.640
H 0.253 0.842 -4.065
H -2.767 1.749 -2.644
H -1.721 1.811 -4.059
H -1.656 3.376 -1.646
H -0.648 3.552 -3.074
H 0.819 3.407 -1.245
H 0.916 1.798 -1.959
H 0.340 3.594 0.766
H 0.038 4.178 2.960
H -0.497 3.621 5.289
H -1.282 1.352 5.869
H -1.742 -0.284 4.078
H -2.243 -0.531 -4.323
H -3.273 -0.305 -2.914
H -1.024 -2.330 -2.785
H -2.535 -2.712 -3.605
H -2.097 -3.188 -0.977
H -3.711 -2.879 -1.639
H -4.658 -1.983 -0.001
H -6.026 -1.073 1.686
H -7.130 0.909 2.606
H -6.202 3.153 2.176
H -4.190 3.410 0.761
O 1.753 0.257 -0.405
S 2.518 -0.473 0.637
C 3.539 -1.618 -0.330
C 3.669 -1.408 -1.690
C 4.319 -2.349 -2.468
C 4.843 -3.486 -1.874
C 4.710 -3.689 -0.509
C 4.047 -2.755 0.270
C 3.840 0.707 1.065
C 4.437 0.680 2.314
C 5.349 1.671 2.644
C 5.655 2.670 1.734
C 5.060 2.680 0.483
C 4.147 1.696 0.149
H 3.238 -0.520 -2.130
H 4.413 -2.206 -3.535
H 5.360 -4.218 -2.476
H 5.112 -4.584 -0.058
H 3.907 -2.914 1.327
H 4.181 -0.094 3.022
H 5.814 1.669 3.617
H 6.363 3.441 1.997
H 5.301 3.455 -0.227
H 3.647 1.698 -0.807
C 0.781 -4.320 0.527
C 1.067 -3.678 -0.662
C 0.587 -2.402 -0.909
C -0.222 -1.732 0.006
C -0.463 -2.389 1.213
C 0.031 -3.654 1.478
H 1.160 -5.311 0.719
H 1.676 -4.165 -1.406
H 0.889 -1.927 -1.829
H -1.066 -1.914 1.975
H -0.183 -4.125 2.425
```

Computed properties:
- E_LUMO (alpha / beta): -0.168 / -0.150 Ha
- Multiplicity: 2
- Kohn-Sham gap (alpha / beta): 5.81 / 6.33 eV
- HOMO (alpha / beta): -10.38 / -10.41 eV
- Net charge: +1
- ⟨S²⟩: 0.7649

Results of the Mulliken charge analysis, in e, for atoms 1 through 5:
1 Tc -0.715
2 C -1.960
3 N 1.453
4 C -1.387
5 C -0.874

***

Molecular formula: C3H4FN3
Method: DFT, the ωB97M-V functional and the def2-TZVPD basis

Geometry as XYZ:
```
11
Properties=species:S:1:pos:R:3
C -1.228 1.038 -0.941
C -1.878 0.411 0.094
C 2.059 -0.859 0.567
N -0.054 0.418 -1.029
N -1.087 -0.512 0.648
N -0.083 -0.527 -0.139
F 1.943 -0.483 1.801
H -1.591 1.951 -1.537
H -2.886 0.467 0.321
H 2.480 -1.827 0.437
H 2.327 -0.077 -0.222
```

Computed properties:
- E_LUMO (alpha / beta): -0.046 / -0.046 Ha
- Multiplicity: 1
- Kohn-Sham gap (alpha / beta): 8.08 / 8.08 eV
- HOMO (alpha / beta): -9.34 / -9.34 eV

Results of the Mulliken charge analysis, in e, for atoms 1 through 5:
1 C -0.083
2 C -0.208
3 C 0.106
4 N -0.483
5 N -0.591

***

Molecular formula: C12H23F3HfNO2P2
Method: DFT, the ωB97M-V functional and the def2-TZVPD basis

Geometry as XYZ:
```
44
Properties=species:S:1:pos:R:3
Hf 0.675 0.252 0.823
P -0.072 2.668 0.350
C -1.792 1.969 0.407
C -1.995 0.772 -0.510
N -0.974 -0.129 -0.549
C -1.017 -1.156 -1.436
C -2.117 -1.336 -2.261
C -3.206 -0.471 -2.157
C -3.131 0.590 -1.265
C 0.172 -2.087 -1.544
P 1.246 -2.058 -0.083
H -3.909 1.328 -1.096
H -2.025 -2.158 -2.947
H -4.093 -0.645 -2.750
H -0.152 -3.120 -1.706
H 0.791 -1.833 -2.423
H -2.034 1.738 1.469
H -2.431 2.800 0.114
H 0.094 -1.132 3.080
O -0.440 -0.343 2.655
H -1.099 -0.012 3.293
H 2.078 -1.250 3.850
O 1.324 -1.803 3.574
H 1.423 -2.701 3.944
C 0.612 -3.376 0.994
H 0.687 -4.359 0.514
H 1.227 -3.393 1.900
H -0.436 -3.200 1.263
C 2.737 -2.827 -0.784
H 3.508 -2.915 -0.002
H 2.505 -3.840 -1.166
H 3.128 -2.217 -1.619
C -0.039 3.657 -1.153
H -0.901 4.340 -1.196
H 0.859 4.290 -1.161
H -0.052 3.059 -2.065
C -0.095 4.032 1.576
H 0.941 4.404 1.683
H -0.728 4.885 1.253
H -0.459 3.678 2.556
F 1.361 0.820 -2.209
C 2.066 0.874 -0.984
F 3.157 0.046 -1.232
F 2.604 2.160 -1.001
```

Computed properties:
- E_LUMO: -0.443 Ha
- Multiplicity: 1
- Kohn-Sham gap: 7.65 eV
- HOMO: -19.72 eV
- Net charge: +3

Results of the Mulliken charge analysis, in e, for atoms 1 through 5:
1 Hf 0.440
2 P 0.782
3 C -1.482
4 C 1.133
5 N 0.333

***

Molecular formula: C2H7N5O2
Method: DFT, the ωB97M-V functional and the def2-TZVPD basis

Geometry as XYZ:
```
16
Properties=species:S:1:pos:R:3
C -0.634 1.115 -1.164
C 0.367 -0.639 -0.070
H -0.622 3.198 -1.093
H 0.964 2.422 -1.209
H -2.156 0.042 -1.327
H 2.011 -1.604 -0.594
H 1.983 -1.194 1.854
H -1.079 0.433 0.937
H -0.524 -1.901 2.062
N -0.026 2.340 -1.050
N -1.916 1.040 -1.210
N 0.263 0.030 -1.142
N 1.327 -1.576 0.112
N -0.386 -0.322 1.081
O 1.540 -1.942 1.399
O -1.113 -1.441 1.415
```

Computed properties:
- E_LUMO: 0.017 Ha
- Multiplicity: 1
- Kohn-Sham gap: 9.47 eV
- HOMO: -9.00 eV

Results of the Mulliken charge analysis, in e, for atoms 1 through 5:
1 C 0.483
2 C 0.562
3 H 0.237
4 H 0.222
5 H 0.281

***

Molecular formula: C2H6Cl2
Method: DFT, the ωB97M-V functional and the def2-TZVPD basis

Geometry as XYZ:
```
10
Properties=species:S:1:pos:R:3
Cl 0.316 -0.445 -2.345
C 0.630 -1.518 -0.973
H -0.299 -1.694 -0.404
H 1.377 -1.069 -0.298
H 1.015 -2.489 -1.327
Cl -0.307 0.434 2.334
C -0.630 1.519 0.974
H 0.295 1.703 0.402
H -1.016 2.486 1.339
H -1.380 1.074 0.298
```

Computed properties:
- E_LUMO: 0.034 Ha
- Multiplicity: 1
- Kohn-Sham gap: 11.71 eV
- HOMO: -10.78 eV

Results of the Mulliken charge analysis, in e, for atoms 1 through 5:
1 Cl -0.185
2 C -0.538
3 H 0.215
4 H 0.216
5 H 0.292

***

Molecular formula: C2H8NS
Method: DFT, the ωB97M-V functional and the def2-TZVPD basis

Geometry as XYZ:
```
12
Properties=species:S:1:pos:R:3
C 0.561 -0.076 -0.346
C -0.258 -0.316 0.862
S 0.736 -0.840 2.314
N -0.166 0.741 -1.415
H 1.475 0.495 -0.205
H 0.904 -1.027 -0.769
H -0.657 0.632 1.229
H -1.183 -0.848 0.603
H -0.248 -1.442 3.000
H 0.358 0.722 -2.294
H -1.042 0.251 -1.646
H -0.480 1.708 -1.334
```

Computed properties:
- E_LUMO: -0.150 Ha
- Multiplicity: 1
- Kohn-Sham gap: 8.94 eV
- HOMO: -13.03 eV
- Net charge: +1

Results of the Mulliken charge analysis, in e, for atoms 1 through 5:
1 C -0.573
2 C -0.622
3 S -0.178
4 N -0.368
5 H 0.396